{"formula": "C58H114BN6O14Tl", "method": "ωB97M-V/def2-TZVPD", "symbols": ["Tl", "O", "C", "O", "B", "O", "C", "O", "O", "C", "O", "C", "O", "O", "C", "C", "C", "C", "C", "C", "N", "O", "C", "C", "C", "H", "H", "H", "H", "H", "H", "H", "H", "H", "H", "H", "H", "H", "H", "H", "H", "H", "H", "H", "C", "C", "C", "C", "C", "C", "N", "O", "C", "C", "C", "H", "H", "H", "H", "H", "H", "H", "H", "H", "H", "H", "H", "H", "H", "H", "H", "H", "H", "H", "C", "C", "C", "C", "C", "C", "N", "O", "C", "C", "C", "H", "H", "H", "H", "H", "H", "H", "H", "H", "H", "H", "H", "H", "H", "H", "H", "H", "H", "H", "C", "C", "C", "C", "C", "C", "N", "O", "C", "C", "C", "H", "H", "H", "H", "H", "H", "H", "H", "H", "H", "H", "H", "H", "H", "H", "H", "H", "H", "H", "C", "C", "C", "C", "C", "C", "N", "O", "C", "C", "C", "H", "H", "H", "H", "H", "H", "H", "H", "H", "H", "H", "H", "H", "H", "H", "H", "H", "H", "H", "C", "C", "C", "C", "C", "C", "N", "O", "C", "C", "C", "H", "H", "H", "H", "H", "H", "H", "H", "H", "H", "H", "H", "H", "H", "H", "H", "H", "H", "H"], "xyz": [[-4.284116, 1.569865, 3.955351], [-3.848816, -1.154245, -3.191719], [-2.856476, -0.949225, -2.544839], [-2.564316, 0.130055, -1.960879], [-1.534026, -0.133865, -0.936649], [-1.035306, -1.519155, -1.160029], [-1.877776, -2.069595, -2.017699], [-2.012316, -3.243515, -2.308049], [-2.166996, -0.143585, 0.418951], [-1.678406, 0.852975, 1.108751], [-1.989116, 1.141015, 2.265971], [-0.539806, 1.548495, 0.320281], [-0.468186, 0.917985, -0.876679], [0.199104, 2.450735, 0.706231], [2.844394, 4.347935, -5.130059], [2.340664, 3.213385, -6.062269], [3.555914, 2.297865, -6.441429], [4.107124, 1.430355, -5.332069], [2.981264, 0.599485, -4.706019], [1.715864, 1.436195, -4.271149], [1.287924, 2.330545, -5.427909], [0.038504, 2.924075, -5.241839], [0.586614, 0.368485, -4.027829], [1.967344, 2.048355, -2.925229], [1.893374, 3.823785, -7.425079], [3.232124, 5.226185, -5.646249], [3.656504, 3.843785, -4.606239], [2.112954, 4.731045, -4.418499], [3.192224, 1.578845, -7.175499], [4.380264, 2.894945, -6.831349], [4.608054, 1.987615, -4.540459], [4.839794, 0.680605, -5.630659], [3.450824, 0.171095, -3.820519], [2.743444, -0.205185, -5.401739], [0.770174, -0.244515, -3.145429], [-0.321986, 0.860785, -3.681159], [0.464354, -0.366165, -4.823719], [2.797964, 2.754035, -2.938769], [1.062624, 2.505365, -2.524339], [2.214024, 1.191605, -2.298139], [2.580724, 4.541415, -7.873029], [0.992524, 4.363685, -7.133389], [1.538724, 3.223705, -8.263069], [0.143984, 3.585615, -4.554209], [-5.941026, -2.086505, 4.975001], [-5.308216, -2.973285, 3.861801], [-6.430256, -4.067655, 3.580551], [-6.332906, -4.516325, 2.196471], [-6.417666, -3.523735, 1.119401], [-5.215926, -2.531705, 1.279401], [-5.086886, -2.103585, 2.711191], [-4.160636, -1.215395, 2.995411], [-3.942906, -3.220595, 0.728981], [-5.652886, -1.355565, 0.396241], [-4.143346, -3.769305, 4.362821], [-6.892666, -1.716095, 4.593861], [-5.380796, -1.238455, 5.368771], [-6.212426, -2.758805, 5.788911], [-6.354176, -4.991885, 4.153361], [-7.445786, -3.699765, 3.726981], [-7.243186, -5.108245, 2.100951], [-5.472036, -5.155665, 2.000901], [-7.385186, -3.022005, 1.102501], [-6.398136, -4.036055, 0.157511], [-4.014196, -3.886705, -0.130849], [-3.211156, -2.433565, 0.546721], [-3.456036, -3.779495, 1.528161], [-6.517536, -0.770155, 0.708951], [-4.842626, -0.648675, 0.217671], [-5.884986, -1.713025, -0.606989], [-3.268176, -3.228335, 4.722721], [-3.765346, -4.277475, 3.475711], [-4.375056, -4.527765, 5.110591], [-3.435896, -1.773365, 3.287031], [2.619444, 5.046185, 1.174771], [2.099784, 6.069255, 0.173931], [0.650784, 6.591575, 0.544421], [0.686874, 7.427185, 1.832791], [1.759504, 8.558865, 1.628751], [3.147494, 8.118415, 1.297381], [3.051744, 7.198405, 0.119271], [4.275234, 6.917525, -0.613399], [3.824644, 9.455945, 0.753101], [3.905984, 7.624835, 2.534601], [1.916804, 5.549965, -1.252799], [2.625674, 5.483435, 2.173211], [3.681724, 4.904555, 0.975721], [2.065974, 4.110355, 1.252161], [0.177434, 7.045375, -0.326279], [0.170734, 5.670405, 0.874731], [0.782904, 6.790365, 2.712191], [-0.207156, 8.018135, 2.031751], [1.796584, 9.046315, 2.602981], [1.384464, 9.388955, 1.030091], [3.273944, 9.817865, -0.115129], [3.703174, 10.287895, 1.446791], [4.899204, 9.386695, 0.583871], [4.269284, 8.460705, 3.132451], [3.364474, 7.065575, 3.297551], [4.799314, 7.024365, 2.362861], [2.868054, 5.145295, -1.598419], [1.470494, 6.140835, -2.052659], [1.190324, 4.743335, -1.154399], [4.145284, 7.483265, -1.378029], [0.246724, 1.440165, 8.053561], [-0.057056, 2.923455, 7.613921], [1.167714, 3.827515, 8.000041], [2.308954, 3.693285, 6.968151], [1.773364, 3.893665, 5.484151], [0.544444, 3.033925, 5.118301], [-0.405676, 3.010295, 6.206841], [-1.551486, 2.351205, 5.867421], [-0.010216, 3.652695, 3.758571], [1.058384, 1.642965, 4.858221], [-1.289556, 3.419625, 8.527591], [0.808934, 1.389635, 8.986011], [0.815534, 0.960685, 7.256911], [-0.661166, 0.838925, 8.102081], [0.970004, 4.887695, 8.158271], [1.605554, 3.616275, 8.975631], [2.786264, 2.723465, 7.108611], [3.102154, 4.410535, 7.179101], [2.651714, 3.609915, 4.904431], [1.708904, 4.944045, 5.200181], [0.818564, 3.880145, 3.088131], [-0.626466, 2.994035, 3.146611], [-0.677646, 4.469935, 4.031981], [1.946744, 1.276845, 5.372901], [0.255734, 0.905585, 4.868901], [1.319954, 1.406595, 3.826811], [-1.559946, 4.430995, 8.224081], [-0.978386, 3.365805, 9.570841], [-2.136776, 2.749495, 8.381871], [-1.375606, 1.444635, 6.129731], [1.486914, -3.453055, -7.032129], [0.109594, -4.107885, -6.569659], [-0.300116, -4.852655, -7.843679], [-1.426926, -5.924275, -7.727559], [-1.016416, -6.819125, -6.545309], [-0.693116, -6.108985, -5.252119], [0.277694, -4.991445, -5.443209], [0.584774, -4.375855, -4.280559], [-1.965686, -5.752155, -4.553649], [0.075634, -7.134125, -4.405249], [-0.901076, -2.999345, -6.073669], [2.120504, -3.086615, -6.224429], [1.287324, -2.570705, -7.640169], [2.224844, -4.078025, -7.535089], [-0.559706, -4.153295, -8.638419], [0.569674, -5.427805, -8.161139], [-1.524506, -6.592595, -8.583089], [-2.400196, -5.498315, -7.483799], [-0.150036, -7.334235, -6.960229], [-1.851696, -7.504545, -6.401789], [-2.580766, -4.953055, -4.967449], [-2.655456, -6.592025, -4.636979], [-1.756306, -5.586885, -3.496789], [0.407114, -6.770205, -3.432739], [-0.670486, -7.862415, -4.087449], [1.001124, -7.508535, -4.842729], [-0.416676, -2.023225, -6.099159], [-1.399286, -3.165755, -5.118579], [-1.675906, -2.850445, -6.825709], [-0.244286, -3.939565, -4.071049], [-0.734536, -3.517205, 1.678671], [0.742734, -3.188495, 2.135421], [1.213734, -4.102175, 3.309371], [1.497594, -5.557315, 2.920121], [2.498574, -5.682045, 1.798161], [2.291934, -4.756735, 0.589691], [1.793904, -3.401275, 1.042321], [1.635784, -2.561685, -0.029089], [3.733524, -4.623185, -0.019049], [1.312474, -5.490885, -0.379389], [0.844994, -1.765975, 2.706121], [-0.914436, -3.027755, 0.721501], [-1.272906, -3.051085, 2.503881], [-0.869426, -4.591875, 1.556201], [2.145434, -3.774105, 3.770251], [0.511244, -4.022575, 4.139001], [0.662164, -6.200365, 2.643291], [1.965434, -5.991055, 3.803921], [2.645254, -6.721655, 1.505251], [3.475834, -5.471905, 2.232781], [4.399064, -4.000535, 0.578831], [4.204694, -5.594965, -0.166509], [3.559494, -4.175155, -0.997359], [1.780564, -6.390855, -0.778209], [0.375144, -5.658345, 0.151151], [1.120984, -4.980115, -1.323079], [0.723024, -0.955635, 1.987401], [1.840624, -1.488115, 3.051971], [0.221534, -1.703315, 3.598011], [0.745604, -2.716055, -0.353669]], "forces_ev_per_a": [[0.867, 0.351, -0.232], [0.557, -0.157, -0.186], [-1.572, -3.188, -0.903], [1.645, 2.790, 2.021], [1.037, 0.385, -0.441], [-0.261, 0.561, -0.200], [-1.164, -1.457, -1.443], [0.753, 1.503, 0.730], [0.021, 0.931, 0.425], [0.060, 0.063, 1.615], [-0.424, -0.223, -0.953], [2.026, 1.237, -0.724], [-1.109, -0.192, 1.346], [-2.213, -2.323, -0.786], [0.123, -0.659, -0.101], [0.644, -0.487, -0.876], [-0.149, -0.510, 0.544], [-0.625, -0.322, 0.939], [0.122, 1.131, 0.121], [-0.524, -1.858, -1.459], [1.677, -1.116, -0.474], [0.253, 0.098, -0.040], [0.150, 0.387, 0.483], [0.213, 0.389, 0.143], [-1.655, 0.553, 0.865], [0.081, -0.210, -0.253], [0.059, 0.709, 0.513], [-0.164, -0.229, 0.070], [0.019, 0.300, -0.470], [-0.288, 0.232, -0.389], [0.010, 0.338, 0.030], [0.220, 0.306, -0.585], [-0.513, -0.372, 0.196], [-0.411, 0.032, 0.041], [0.878, -0.054, 0.143], [-0.376, 0.144, -0.837], [-0.298, 0.544, -0.338], [-0.099, 0.035, 0.216], [0.078, 0.200, 0.092], [0.084, 0.322, 0.367], [0.337, -0.056, 0.526], [-0.132, 0.527, -0.317], [0.322, -0.892, 0.453], [-0.028, 0.468, 0.440], [-0.446, -0.048, -0.246], [-3.640, -0.831, 2.436], [0.575, 1.262, -0.044], [-1.252, -2.445, -1.303], [0.416, 0.993, 0.500], [-2.935, -0.005, -2.388], [0.049, -2.783, -0.677], [0.380, 1.296, -0.999], [1.374, 0.973, 1.650], [1.156, 1.110, -0.487], [2.141, -0.192, -1.163], [-0.019, 0.210, 0.016], [0.372, -0.224, -0.094], [0.217, 0.078, 0.091], [0.433, 0.552, 0.704], [0.140, 0.468, 0.268], [0.242, -0.776, -0.352], [0.038, -0.234, 0.227], [0.046, 0.404, 0.337], [0.556, 0.282, -0.075], [-0.700, 0.353, -0.015], [0.008, 0.006, -0.396], [-0.089, -0.368, -0.068], [-0.096, -0.370, 0.459], [0.185, 0.110, 0.177], [0.002, -0.359, 0.096], [-0.085, 0.455, 0.278], [0.172, -0.583, 0.170], [-0.404, 0.373, -0.087], [1.293, 0.084, 0.631], [0.192, 0.018, 0.275], [-0.530, 1.550, -0.877], [1.195, -0.835, 1.718], [0.479, 1.726, -1.513], [-1.465, -0.627, 2.295], [1.658, 0.844, -1.889], [-0.929, 1.107, -0.059], [-0.918, 0.044, 1.448], [-0.191, -0.467, 0.578], [0.669, -0.019, 0.907], [0.322, -1.676, 0.307], [-0.278, 0.066, -0.007], [-0.029, -0.507, -0.244], [0.101, -0.075, -0.433], [-0.003, 0.119, 0.267], [-0.606, -0.220, -0.744], [0.638, 0.076, -0.009], [-0.501, -0.370, -0.273], [0.397, 0.145, 0.310], [-0.073, -0.543, -0.742], [0.262, -0.424, -0.372], [-0.061, -0.232, 0.552], [-0.107, -0.278, -0.294], [0.017, 0.435, -0.252], [-0.651, -0.195, -0.384], [-0.031, 0.011, -0.621], [-0.145, -0.175, -0.216], [0.300, 0.935, 0.501], [0.172, -0.524, -0.072], [0.141, 0.024, -0.168], [0.106, 0.461, -1.064], [-0.550, 0.026, 2.524], [0.776, 0.031, -0.944], [-1.202, 0.380, -0.563], [1.419, -0.165, 1.510], [1.565, 0.360, -1.314], [0.715, 3.222, 0.169], [-1.297, -0.844, -0.029], [-0.616, -0.860, 1.233], [0.118, -1.909, -1.635], [1.216, -0.629, -1.388], [-0.251, -0.040, -0.022], [0.405, -0.007, 0.238], [-0.222, 0.076, 0.448], [-0.831, 0.118, -0.661], [-0.425, -0.853, 0.169], [-0.115, -0.242, -0.351], [-0.100, 0.174, -0.085], [-0.300, -0.501, -0.577], [-0.717, 0.201, 0.512], [0.003, 0.501, 0.366], [0.008, -0.477, 0.415], [0.463, 0.548, -0.199], [-0.308, 0.240, 0.665], [-0.269, -0.254, 0.882], [0.358, 0.947, -0.529], [-0.013, -0.005, 0.200], [-0.032, 0.159, -0.041], [-0.066, 0.086, 0.037], [-0.134, -0.811, -0.065], [-0.070, 0.498, 1.155], [0.372, 1.466, 0.189], [-1.255, -1.342, -0.378], [0.499, 0.723, 1.676], [-0.107, 0.302, -1.778], [1.904, -0.104, -0.074], [0.584, -3.171, -2.624], [0.107, 0.714, 0.925], [-1.138, 0.007, 0.696], [-0.541, 0.096, 1.263], [0.313, 0.621, -1.958], [-0.528, 0.179, 0.644], [-0.134, -0.111, -0.252], [-0.693, -0.560, -0.390], [0.258, 0.256, 0.106], [0.155, 0.153, -0.144], [0.056, 0.457, -0.289], [-0.139, 0.304, -0.325], [0.165, -0.434, 0.557], [0.352, -0.393, 0.340], [0.478, 0.382, -0.041], [0.141, -0.336, 0.317], [-0.316, 0.283, 0.051], [-0.073, 0.739, -0.007], [0.319, -0.822, -0.453], [-0.495, -0.288, -0.493], [0.136, 0.021, 0.544], [0.142, -0.019, -0.130], [-0.349, -0.286, 0.030], [-0.195, 0.663, 0.960], [2.067, 0.510, 0.424], [1.852, -1.177, -0.522], [-0.393, -0.572, -0.683], [-0.151, -0.339, 0.205], [0.862, 0.691, 0.680], [0.144, -0.646, 0.329], [0.539, -1.037, 2.002], [-0.273, 0.771, -0.450], [-1.543, 0.538, -0.705], [0.741, 0.807, -0.236], [0.642, 0.338, -0.527], [-0.325, 0.133, 0.172], [-0.871, -0.280, -0.184], [-0.251, 0.092, 0.320], [0.150, 0.594, -0.473], [-0.441, -0.202, -0.030], [-0.627, 0.369, 0.331], [-0.218, -0.379, 0.074], [-0.482, -0.023, -0.370], [0.192, 0.481, 0.028], [-0.274, 0.053, 0.067], [-0.227, -0.111, 0.072], [0.581, 0.164, -0.123], [-0.136, -0.427, 0.622], [-0.015, -0.425, -0.248], [-0.217, 0.673, 0.167], [-0.930, -0.088, -0.172], [0.330, -0.758, 0.113], [-0.415, 0.315, -0.172], [-0.352, 0.052, -0.680]], "total_charge": 1, "lumo_energy_ev": [-4.568, -7.426], "multiplicity": 2, "s_squared": 0.754, "homo_energy_ev": [-9.0, -9.0], "homo_lumo_gap_ev": [4.4018, 1.5395]}